Entry from OMol25: a structure of composition C45H72F3NO31V2 (the ωB97M-V functional and the def2-TZVPD basis).

Geometry (Å):
V (-3.75, 17.04, -3.90)
V (-0.42, 19.74, -3.23)
F (2.26, 20.38, -4.25)
F (3.18, 19.45, -5.94)
F (2.56, 21.56, -6.04)
O (-2.29, 25.76, -7.53)
O (-3.64, 14.41, 3.39)
O (-3.62, 16.19, -2.61)
O (-7.86, 15.87, -1.11)
O (-7.99, 18.10, -1.27)
O (-1.35, 25.75, 1.07)
O (0.40, 18.56, -2.54)
O (-0.33, 25.03, -6.90)
O (-6.91, 20.11, 2.04)
O (-5.31, 17.55, -4.05)
O (-3.06, 20.18, -8.67)
O (-4.83, 18.88, -8.54)
O (-7.27, 26.75, -1.18)
O (0.02, 19.14, -5.33)
O (-4.86, 20.83, -7.46)
O (0.17, 21.10, -2.80)
O (-8.36, 21.15, 0.73)
O (-9.31, 20.69, -6.18)
O (-6.28, 21.97, 0.90)
O (-0.55, 25.75, -8.98)
O (-8.64, 21.69, -4.24)
O (-3.50, 16.25, 2.02)
O (-2.59, 18.81, -3.27)
O (-1.34, 24.90, -0.88)
O (-8.50, 22.77, -6.12)
O (-3.33, 25.65, -0.03)
O (0.72, 19.40, -7.38)
O (-6.68, 17.16, 0.31)
O (-9.14, 27.21, -2.44)
O (-8.60, 25.14, -1.81)
O (-4.51, 16.37, 4.00)
N (-2.92, 20.05, -2.74)
C (2.23, 20.34, -5.60)
C (-6.96, 26.06, 1.02)
C (-3.78, 24.97, -5.98)
C (-10.35, 19.83, 0.88)
C (-2.28, 19.29, -0.48)
C (-8.83, 21.61, -5.59)
C (-3.88, 15.54, 3.15)
C (-9.21, 20.45, 1.67)
C (-0.33, 24.17, -0.15)
C (0.69, 19.63, -9.77)
C (-4.92, 20.80, -4.12)
C (-8.10, 23.73, -5.12)
C (-6.65, 17.81, -7.46)
C (-8.19, 19.49, 2.20)
C (-4.70, 19.34, -1.17)
C (-4.21, 20.05, -8.34)
C (-2.44, 25.68, -6.09)
C (-4.18, 22.44, -1.51)
C (-9.88, 15.15, -2.25)
C (-3.95, 17.59, 2.11)
C (-0.10, 25.11, 1.04)
C (-1.19, 24.79, -5.78)
C (0.12, 24.48, 2.44)
C (-3.34, 20.02, -1.34)
C (-3.41, 21.42, -0.71)
C (-4.79, 18.72, 4.29)
C (-3.45, 21.10, -3.67)
C (-7.50, 17.07, -0.54)
C (-2.60, 21.35, -4.86)
C (-3.65, 22.48, -2.92)
C (-8.62, 23.05, -3.86)
C (-6.24, 20.37, -7.38)
C (-6.80, 25.63, -0.44)
C (-2.16, 25.46, 0.10)
C (-4.92, 17.57, 3.31)
C (-7.67, 24.51, -0.91)
C (-7.10, 21.17, 1.23)
C (0.78, 19.99, -6.09)
C (1.30, 20.13, -8.44)
C (-8.57, 25.12, -5.41)
C (-8.93, 17.60, -2.20)
C (-8.67, 16.11, -2.26)
C (-1.04, 25.54, -7.90)
C (-8.43, 26.48, -1.83)
C (-6.23, 19.07, -8.18)
H (-8.04, 15.88, -3.12)
H (-0.78, 23.22, 0.14)
H (0.10, 25.32, 3.13)
H (-1.53, 21.25, -4.67)
H (-3.12, 18.29, 2.27)
H (-4.91, 19.62, 3.69)
H (-1.40, 23.73, -5.90)
H (-1.30, 19.35, -0.99)
H (-8.47, 25.77, -4.54)
H (-2.13, 19.80, 0.47)
H (-4.01, 21.31, 0.20)
H (-7.67, 17.86, -7.05)
H (-4.59, 25.47, -6.50)
H (-5.75, 25.40, -0.65)
H (-2.51, 26.68, -5.66)
H (1.10, 21.21, -8.45)
H (-2.72, 23.05, -2.90)
H (-2.27, 18.20, -0.60)
H (-2.85, 20.45, -5.43)
H (-9.65, 23.27, -3.56)
H (-2.44, 21.80, -0.39)
H (-4.04, 24.95, -4.91)
H (-10.12, 14.82, -1.25)
H (-8.79, 18.15, -3.14)
H (0.97, 18.57, -9.81)
H (-8.19, 25.56, -6.32)
H (-3.90, 18.63, 4.90)
H (-7.00, 23.67, -5.07)
H (-5.14, 21.42, -4.99)
H (-6.55, 20.19, -6.36)
H (-7.15, 23.74, -1.49)
H (-6.86, 21.09, -7.92)
H (-6.81, 16.86, -7.97)
H (-5.96, 17.42, 3.01)
H (-5.25, 22.22, -1.57)
H (-0.81, 25.06, -4.79)
H (-4.04, 23.39, -0.99)
H (-5.61, 18.73, 5.01)
H (-4.51, 17.93, 1.25)
H (-0.60, 23.67, 2.57)
H (-5.49, 19.85, -1.73)
H (-9.96, 17.91, -1.99)
H (-0.38, 19.73, -9.59)
H (2.38, 19.97, -8.52)
H (-5.67, 21.17, -3.43)
H (-10.98, 20.60, 0.41)
H (-4.68, 18.29, -1.46)
H (-5.13, 19.41, -0.17)
H (-9.66, 25.10, -5.55)
H (-11.05, 19.29, 1.52)
H (-7.95, 26.44, 1.33)
H (-8.10, 23.38, -2.96)
H (-9.59, 21.24, 2.32)
H (1.10, 24.01, 2.52)
H (-6.42, 26.99, 1.23)
H (0.30, 20.96, -6.33)
H (-8.24, 23.87, -0.23)
H (-3.78, 23.94, -6.32)
H (-6.84, 25.30, 1.80)
H (0.79, 25.73, 0.93)
H (-5.98, 17.73, -6.60)
H (-9.68, 14.44, -3.06)
H (-8.22, 18.59, 1.58)
H (-2.82, 22.26, -5.41)
H (1.05, 20.10, -10.68)
H (-5.04, 19.76, -4.43)
H (-10.81, 15.54, -2.67)
H (-6.70, 19.19, -9.16)
H (0.55, 23.91, -0.73)
H (-4.39, 23.12, -3.41)
H (-10.12, 19.23, 0.00)
H (-8.47, 19.17, 3.20)

Values from the calculation:
ΔE to the lowest compared entry with this formula, charge and spin: 22.0 kcal per mole
Frontier orbital gap: 5.9 eV
Molecular weight: 1281.9 g mol⁻¹
E_tot: -6332.61591 Ha
Charge: 0
Max |F|: 5.354 eV/A

Mulliken atomic charge list, values in e, 6 entries:
1 V 1.20
2 V 0.77
3 F -0.21
4 F -0.29
5 F -0.27
6 O -0.40

---

Entry from OMol25: a structure of composition C45H72N6O2PRuTe (the ωB97M-V functional and the def2-TZVPD basis).

Geometry (Å):
Te (1.51, 3.01, -0.61)
Ru (0.28, 1.26, 1.16)
P (0.91, -2.13, 0.50)
O (0.60, -0.98, 1.47)
O (-1.93, 1.61, 0.78)
N (-4.41, 3.01, -1.16)
N (2.31, 1.35, 2.47)
N (-3.91, 2.04, -0.30)
N (0.01, 3.46, 2.32)
N (-0.61, 0.62, 3.28)
N (4.07, 0.42, 3.42)
C (-1.18, 3.73, 3.17)
C (-4.95, 1.37, 1.78)
C (-1.28, 2.75, 4.34)
C (-5.77, 2.97, -1.67)
C (4.45, 1.69, 3.05)
C (4.92, -0.59, 4.06)
C (-5.36, 0.09, -0.22)
C (-0.14, -2.00, -0.98)
C (-2.32, -2.45, -2.88)
C (-3.41, 3.84, -1.49)
C (4.54, -3.03, -1.37)
C (1.89, 2.56, -2.61)
C (2.65, -2.08, -0.01)
C (3.07, 3.11, -3.17)
C (-6.19, -0.77, 0.50)
C (-5.77, 0.50, 2.50)
C (1.38, 1.49, -4.69)
C (0.66, -3.47, 3.91)
C (-1.55, -1.48, -0.63)
C (4.63, -1.77, -2.27)
C (-0.19, -3.30, -1.85)
C (-0.35, -4.62, 4.08)
C (2.54, 2.00, -5.27)
C (3.40, -0.87, -2.13)
C (-6.39, -0.56, 1.86)
C (-1.71, 1.35, 3.94)
C (-2.27, 3.46, -0.81)
C (-0.80, -4.03, 1.66)
C (-2.42, -1.28, -1.88)
C (2.79, 0.26, 3.04)
C (-2.59, 2.32, -0.04)
C (-0.27, 1.17, -2.88)
C (0.68, -3.70, 1.36)
C (4.04, 3.97, -2.39)
C (1.03, 1.75, -3.37)
C (-3.61, 4.95, -2.45)
C (3.11, -3.27, -0.88)
C (2.91, 1.68, -6.69)
C (-4.75, 1.15, 0.43)
C (1.54, -3.69, 2.67)
C (3.01, -0.71, -0.67)
C (-1.62, -3.66, -2.27)
C (-0.87, -5.13, 2.72)
C (3.37, 2.81, -4.49)
C (3.37, 2.25, 2.46)
H (1.07, -4.47, 0.69)
H (2.56, -1.30, -2.70)
H (-2.15, -0.34, -2.37)
H (-3.83, 4.57, -3.45)
H (-1.32, -3.14, 2.04)
H (-1.57, -4.47, -3.00)
H (-0.36, 1.18, -1.80)
H (-1.14, 4.75, 3.56)
H (-3.31, -2.74, -3.23)
H (4.75, 4.45, -3.06)
H (3.53, 4.75, -1.82)
H (2.23, -0.66, 3.19)
H (2.18, -0.01, -0.58)
H (4.62, 3.37, -1.68)
H (0.13, -5.44, 4.62)
H (0.72, 0.88, -5.29)
H (0.13, -2.52, 3.80)
H (0.16, 0.50, 3.92)
H (-1.31, 3.95, -0.86)
H (-0.91, -0.31, 3.00)
H (0.37, -1.21, -1.54)
H (-2.19, -4.04, -1.42)
H (4.27, 3.22, -4.92)
H (-0.38, 0.14, -3.23)
H (2.06, -4.65, 2.77)
H (2.07, 1.27, -7.24)
H (-2.06, 0.81, 4.83)
H (-0.27, -5.98, 2.38)
H (-1.11, 1.74, -3.27)
H (5.63, -0.99, 3.35)
H (-7.03, -1.23, 2.42)
H (-5.19, -0.07, -1.28)
H (2.46, -3.39, -1.75)
H (-4.48, 2.22, 2.26)
H (0.86, 3.54, 2.87)
H (-1.89, -5.49, 2.82)
H (-1.48, -0.53, -0.11)
H (-1.30, -4.34, 0.75)
H (4.29, -1.39, 4.44)
H (-2.06, 3.64, 2.54)
H (-3.45, -1.17, -1.54)
H (-2.01, 3.15, 5.05)
H (-6.67, -1.59, 0.00)
H (-2.70, 5.55, -2.51)
H (0.05, 4.18, 1.60)
H (-1.18, -4.29, 4.70)
H (-6.07, 3.99, -1.90)
H (5.52, -1.19, -2.00)
H (3.07, -4.19, -0.31)
H (2.31, -2.92, 2.64)
H (-2.54, 1.39, 3.24)
H (5.45, -0.14, 4.89)
H (5.19, -2.92, -0.49)
H (3.61, 0.10, -2.57)
H (1.28, -3.39, 4.80)
H (3.84, -0.25, -0.13)
H (4.76, -2.07, -3.31)
H (-6.44, 2.58, -0.91)
H (5.45, 2.07, 3.24)
H (-1.75, -2.15, -3.77)
H (0.26, -4.15, -1.34)
H (-4.43, 5.60, -2.15)
H (3.18, -2.16, 0.94)
H (-2.04, -2.17, 0.05)
H (-0.32, 2.71, 4.86)
H (4.90, -3.91, -1.90)
H (0.39, -3.14, -2.76)
H (3.27, 2.57, -7.21)
H (-5.93, 0.67, 3.56)
H (3.72, 0.94, -6.71)
H (-5.85, 2.36, -2.57)
H (3.28, 3.25, 2.05)

Values from the calculation:
ΔE to the lowest compared entry with this formula, charge and spin: 0.0 kcal per mole
Frontier orbital gap (alpha / beta): 8.5 / 6.2 eV
Molecular weight: 988.8 g mol⁻¹
E_tot: -2940.78736 Ha
Charge: +2
Spin multiplicity: 6
Max |F|: 0.701 eV/A

Mulliken atomic charge list, values in e, 6 entries:
1 Te 0.36
2 Ru 1.31
3 P -1.30
4 O 1.04
5 O -0.15
6 N -0.17

---

Entry from OMol25: a cluster of 16 separate species, C45H73FIN18O4 in total (the ωB97M-V functional and the def2-TZVPD basis).

Geometry (Å):
I (4.64, -0.61, -3.26)
F (0.76, 0.33, 0.65)
O (-0.55, 4.81, 0.10)
O (2.62, -2.83, -2.78)
O (-2.36, -0.18, 0.41)
O (-2.18, 2.32, -2.31)
N (-4.11, 5.45, 1.29)
N (-7.56, -4.00, -4.33)
N (-3.92, -7.48, -2.74)
N (4.35, -3.28, 11.35)
N (3.29, -3.33, -10.13)
N (3.42, 1.64, 8.44)
N (0.25, 3.80, 4.04)
N (-2.94, -3.64, -1.44)
N (3.18, 9.06, -1.75)
N (-0.53, -5.46, 2.55)
N (-5.82, -1.17, -5.67)
N (4.51, 7.24, 8.07)
N (6.20, -1.74, -6.33)
N (2.02, 7.23, 3.24)
N (-9.70, -9.33, -5.82)
N (0.25, -0.60, 1.53)
N (2.12, -2.44, 0.19)
N (9.11, -3.94, -3.37)
C (-6.27, 5.65, -0.34)
C (-0.08, -4.13, 4.88)
C (-0.98, 5.40, 1.38)
C (0.72, -2.24, -0.32)
C (4.68, -2.16, 11.05)
C (2.24, -2.33, 1.68)
C (-1.27, 3.42, -1.94)
C (-4.75, -0.75, -5.30)
C (2.21, 8.35, -1.63)
C (-3.41, -0.22, -4.83)
C (0.65, 2.86, 4.72)
C (3.22, -5.88, -9.21)
C (4.16, 4.17, 7.74)
C (-2.55, -4.57, -0.76)
C (-8.63, -8.91, -5.45)
C (-0.33, -4.87, 3.59)
C (-7.30, -8.38, -4.99)
C (-5.07, 5.54, 0.57)
C (1.01, 7.46, -1.49)
C (2.21, 8.61, 5.58)
C (-2.96, 0.34, -0.82)
C (-8.59, -3.36, -4.41)
C (6.50, -3.81, -4.12)
C (-9.87, -2.57, -4.51)
C (-2.08, -5.74, 0.07)
C (3.26, -4.47, -9.72)
C (2.11, 7.84, 4.28)
C (-4.91, -5.58, -4.42)
C (-0.31, 4.69, 2.69)
C (-1.79, -1.49, 0.11)
C (1.14, 1.71, 5.55)
C (-4.36, -6.63, -3.49)
C (-1.68, 4.09, -0.51)
C (6.58, 7.01, 6.33)
C (1.40, -1.11, 2.35)
C (5.25, -1.66, -7.07)
C (5.43, 7.14, 7.30)
C (-0.35, -1.77, 0.81)
C (4.06, -1.57, -8.00)
C (3.14, -1.62, -0.54)
C (3.75, 2.77, 8.13)
C (5.09, -0.76, 10.66)
C (-1.75, 1.11, -1.62)
C (7.95, -3.88, -3.70)
C (3.24, -1.92, -2.13)
H (-2.31, -5.56, 1.12)
H (0.67, -1.44, -1.17)
H (-0.85, -4.39, 5.61)
H (-0.69, 6.54, 1.42)
H (6.33, -4.47, -4.97)
H (2.09, -0.23, 2.66)
H (4.41, -0.36, 9.90)
H (0.93, -1.51, 3.35)
H (3.25, -5.88, -8.11)
H (4.39, -1.59, -9.04)
H (-10.55, -3.05, -5.21)
H (-6.94, 4.81, -0.16)
H (2.30, -6.37, -9.53)
H (-4.78, -5.89, -5.45)
H (5.06, -0.10, 11.54)
H (7.53, 7.04, 6.88)
H (3.48, 4.56, 6.98)
H (0.65, 0.78, 5.24)
H (0.69, 7.09, -2.47)
H (-1.66, -1.70, -1.03)
H (-2.68, -0.30, -5.64)
H (-3.82, 1.10, -0.58)
H (6.25, -2.78, -4.40)
H (1.22, 8.71, 6.03)
H (-1.92, 3.20, 0.21)
H (0.90, -4.41, 5.28)
H (0.33, -3.24, -0.76)
H (5.18, 4.17, 7.35)
H (0.93, 1.90, 6.60)
H (-1.00, -5.85, -0.04)
H (1.25, 6.60, -0.85)
H (2.22, 1.60, 5.43)
H (2.61, 9.60, 5.39)
H (-2.54, -2.28, 0.52)
H (0.12, 3.63, 2.49)
H (-5.97, -5.42, -4.22)
H (-10.35, -2.51, -3.53)
H (0.55, 5.37, 3.09)
H (-1.14, 4.68, 3.52)
H (-0.16, 3.05, -1.97)
H (3.37, -2.11, 1.90)
H (-1.17, 0.37, -2.32)
H (5.86, -4.13, -3.29)
H (-3.51, 0.83, -4.55)
H (-0.10, -3.05, 4.70)
H (3.38, -2.41, -7.82)
H (4.08, -6.44, -9.59)
H (-5.94, 5.63, -1.38)
H (-1.35, 4.24, -2.78)
H (-1.00, 1.43, -0.80)
H (-6.57, -8.46, -5.79)
H (4.18, -1.91, -0.09)
H (4.13, 4.83, 8.62)
H (-4.38, -4.63, -4.26)
H (-2.57, 4.81, -0.65)
H (-2.57, -6.65, -0.26)
H (0.18, 8.01, -1.03)
H (3.02, -0.47, -0.32)
H (6.10, -0.76, 10.26)
H (2.02, -3.35, 2.22)
H (-7.40, -7.33, -4.70)
H (-0.43, -0.07, 2.13)
H (-9.66, -1.55, -4.86)
H (-3.42, -0.46, -1.51)
H (-6.80, 6.58, -0.14)
H (-6.95, -8.95, -4.12)
H (6.52, 6.06, 5.80)
H (3.52, -0.63, -7.82)
H (-3.06, -0.79, -3.97)
H (6.56, 7.83, 5.61)
H (-2.14, 5.36, 1.45)
H (2.87, 8.08, 6.28)
H (-0.51, -2.64, 1.57)

Values from the calculation:
Frontier orbital gap: 6.3 eV
Molecular weight: 1076.1 g mol⁻¹
E_tot: -3441.56236 Ha
Charge: +1
Max |F|: 17.405 eV/A

Mulliken atomic charge list, values in e, 6 entries:
1 I 0.05
2 F -0.18
3 O -0.44
4 O -0.49
5 O -0.46
6 O -0.40

---

Q: The highest E_tot belongs to which entry?
A: C45H72N6O2PRuTe